C4H37NO15S | ωB97M-V/def2-TZVPD

XYZ file:
```
58
C4H37NO15S ωB97M-V/def2-TZVPD
O 0.90 1.10 -0.96
H 1.32 -2.96 1.75
O 2.69 3.13 -0.38
H -0.19 4.05 -0.51
C 0.62 -0.20 -1.38
O -2.72 3.43 2.40
O 1.35 2.53 -3.31
H 3.51 1.50 -2.61
H 0.61 5.35 -0.06
H -1.88 3.65 1.98
H 1.92 -1.43 0.93
H -2.08 -3.75 1.27
O -1.05 2.85 -1.39
H 3.34 -4.04 -1.10
S -2.78 -1.02 0.95
H -2.38 -0.89 -2.59
H -2.62 -2.45 3.37
H -4.09 1.17 -0.99
H -0.42 2.07 -1.20
H -1.27 -3.22 3.40
C -0.44 -1.06 -0.50
O 0.40 -0.14 4.64
O -4.16 1.65 -0.15
H 2.92 2.54 0.35
H -1.97 0.49 -3.13
O -1.86 -4.46 0.64
C 1.08 -2.06 1.21
O 3.18 -3.98 -0.15
H -1.29 0.88 0.04
O -0.06 4.71 0.21
H 0.57 -1.45 2.00
O 1.34 -3.97 -2.22
C -1.25 -0.15 0.36
H 1.83 2.72 -0.62
O -2.54 -0.26 -3.31
H 2.04 2.72 -2.64
H 0.92 1.72 1.74
H 4.56 2.20 -1.74
H 2.23 -3.81 -0.18
H 0.68 2.08 -2.77
H -1.18 -1.55 -1.18
H 1.49 1.19 0.45
H 1.49 -0.86 -1.36
H 1.14 -3.04 -2.03
H 1.11 0.33 5.09
H -0.41 -3.01 0.19
H -0.80 -0.11 1.38
H -3.74 1.04 0.50
H -3.15 2.65 2.02
N 0.23 -2.24 0.03
H -2.28 -4.15 -0.17
H -0.05 -0.02 -2.24
H 0.72 -4.48 -1.68
H 0.23 0.39 3.84
O 4.43 1.79 -2.60
O 1.73 1.28 1.46
O -2.18 -3.25 3.69
H -1.74 2.81 -0.72
```

- HOMO level (eV) = -1.9
- lowest unoccupied orbital energy (eV) = 4.716
- energy above the lowest of the compared OMol25 structures with the same formula, charge and spin (kJ/mol) = 319.1
- orbital gap (eV) = 6.63
- charge = -2

***

C5H11NO2 | ωB97M-V/def2-TZVPD

XYZ file:
```
19
C5H11NO2 ωB97M-V/def2-TZVPD
H 1.26 -2.68 0.01
H 3.17 0.29 0.72
H -1.76 0.02 1.00
H -0.03 -2.11 1.21
N 2.62 -0.35 0.14
H -2.25 1.67 0.56
H 0.99 1.05 1.08
O 0.17 1.97 -0.37
H -3.30 0.29 0.18
O 0.94 0.22 1.60
C -1.58 0.45 -1.11
H -1.40 -0.61 -1.30
H 3.18 -1.14 -0.16
H 0.33 0.96 -2.12
C 0.88 -1.91 0.67
C 1.49 -0.73 0.79
C -0.26 1.18 -1.21
C -2.26 0.62 0.23
H -2.22 0.83 -1.91
```

- HOMO level (eV) = -8.2
- lowest unoccupied orbital energy (eV) = 0.959
- energy above the lowest of the compared OMol25 structures with the same formula, charge and spin (kJ/mol) = 156.2
- orbital gap (eV) = 9.16
- charge = 0

***

What is the formula in the first record? C4H37NO15S